(1)
This record from OMol25 describes a molecular structure, CH2OS3. The level of theory is ωB97M-V with the def2-TZVPD basis set.

Geometry (Å):
C: 0.226109 0.149629 0.078581
O: -0.597287 -1.279668 -0.711726
S: 1.816647 -0.237225 0.758435
S: 1.485113 0.815342 -0.921284
S: -1.280064 0.690274 0.697844
H: -0.290132 -2.095578 -0.166609
H: -1.360386 1.957227 0.264759

Cartesian forces, eV/Å:
-1.2334 -3.4722 -2.4005
2.8503 0.1805 2.6141
-0.1800 -0.8791 1.6352
-0.5673 1.1246 -1.4564
-0.8853 0.9006 0.9424
-0.5249 2.0433 -1.3455
0.5407 0.1023 0.0107

Output
* total energy: -35619.5699 eV
* highest occupied orbital energy: -8.91 eV
* LUMO: -0.266 eV
* max |F|: 0.08552 Eh/bohr
* energy relative to the best compared isomer or geometry (same formula, charge and spin): 141.4 kJ/mol

(2)
This record from OMol25 describes a molecular structure, CH2OS3. The level of theory is ωB97M-V with the def2-TZVPD basis set.

Geometry (Å):
C: 0.832390 -0.662331 -0.118760
O: -1.074938 0.928215 1.532854
S: -2.101480 1.191584 -1.078839
S: 2.183222 -0.727034 0.721236
S: -0.641700 1.148489 0.144999
H: 0.772185 -0.451227 -1.143383
H: 0.030320 -1.427699 -0.058106

Cartesian forces, eV/Å:
-0.2184 -3.4322 -0.7764
0.7714 0.2202 -0.9137
0.8851 -0.0508 0.2181
0.4534 0.3759 0.6756
-2.4800 0.8276 1.0291
0.5918 1.4970 -1.5381
-0.0033 0.5622 1.3054

Output
* total energy: -35619.6570 eV
* highest occupied orbital energy: -9.23 eV
* LUMO: -2.759 eV
* max |F|: 0.06856 Eh/bohr
* energy relative to the best compared isomer or geometry (same formula, charge and spin): 133.0 kJ/mol

(3)
This record from OMol25 describes CH2P2 in the gas phase. The level of theory is ωB97M-V with the def2-TZVPD basis set.

Geometry (Å):
C: -0.650148 0.183963 0.633366
P: -0.543502 1.088369 -0.731283
P: 0.500063 -0.830759 -0.813025
H: -1.320974 0.039110 1.513564
H: 2.014561 -0.480684 -0.602622

Cartesian forces, eV/Å:
0.4556 -0.7725 -1.8459
-0.1386 0.3441 0.6013
0.4724 0.5511 1.7310
1.2473 -0.0673 -0.7081
-2.0367 -0.0553 0.2218

Output
* total energy: -19643.9584 eV
* highest occupied orbital energy: -8.99 eV
* LUMO: -0.134 eV
* max |F|: 0.03991 Eh/bohr
* energy relative to the best compared isomer or geometry (same formula, charge and spin): 125.9 kJ/mol
* SMILES string: C1=P#[PH]1

(4)
This record from OMol25 describes CH2P2S3 in the gas phase. The level of theory is ωB97M-V with the def2-TZVPD basis set.

Geometry (Å):
C: -1.035517 -0.005172 0.089824
P: -0.149124 1.269206 1.120016
P: 0.268736 -1.211552 -0.742247
S: 1.026950 -2.008352 0.901492
S: 1.484109 1.641834 -0.013113
S: 1.644442 0.398743 -1.517460
H: -1.464632 -0.607220 0.772162
H: -1.774961 0.522514 -0.610676

Cartesian forces, eV/Å:
2.4669 2.7260 -3.3804
0.7054 -0.5374 -1.1951
-1.1942 -0.3001 0.1574
0.0090 0.5141 0.0782
-0.4805 1.0651 1.6441
-0.4956 -0.5265 -0.4357
-1.9084 -2.2133 2.1821
0.8974 -0.7279 0.9496

Output
* total energy: -52151.8701 eV
* highest occupied orbital energy (spin up / spin down): -7.82 / -7.83 eV
* LUMO (spin up / spin down): -2.488 / -2.487 eV
* max |F|: 0.09713 Eh/bohr
* energy relative to the best compared isomer or geometry (same formula, charge and spin): 176.6 kJ/mol

(5)
This record from OMol25 describes CH2S2 in the gas phase. The level of theory is ωB97M-V with the def2-TZVPD basis set.

Geometry (Å):
S: -1.712385 -0.309489 -0.029407
C: -0.281204 0.479543 0.005997
S: 1.274813 -0.233927 -0.033856
H: -0.206800 1.599931 -0.022144
H: 0.925576 -1.536056 0.079411

Cartesian forces, eV/Å:
0.6532 0.5896 0.1601
-0.9132 0.2115 -0.3468
0.5321 -0.0777 0.1751
-0.0959 -1.0512 0.0991
-0.1762 0.3278 -0.0875

Output
* total energy: -22739.1276 eV
* highest occupied orbital energy: -8.93 eV
* LUMO: -0.391 eV
* max |F|: 0.02062 Eh/bohr
* energy relative to the best compared isomer or geometry (same formula, charge and spin): 0.7 kJ/mol
* SMILES string: S=CS

(6)
This record from OMol25 describes a molecular structure, CH30O18Pb. The level of theory is ωB97M-V with the def2-TZVPD basis set.

Geometry (Å):
Pb: -10.619000 10.623000 5.244000
C: -9.968000 12.806000 3.759000
O: -11.281000 12.384000 4.035000
O: -9.734000 14.063000 3.647000
O: -9.093000 11.946000 4.083000
O: -9.007000 16.817000 2.469000
H: -9.883000 17.231000 2.542000
H: -9.037000 16.067000 3.061000
O: -9.936000 14.048000 0.975000
H: -10.379000 14.862000 0.794000
H: -9.932000 13.984000 1.961000
O: -11.747000 11.637000 1.583000
H: -11.845000 10.718000 1.946000
H: -11.546000 12.056000 2.460000
O: -7.280000 14.171000 3.104000
H: -7.177000 13.829000 2.215000
H: -8.181000 13.990000 3.445000
O: -12.428000 14.295000 5.417000
H: -12.747000 14.982000 4.842000
H: -11.729000 13.879000 4.934000
O: -14.179000 13.150000 3.544000
H: -14.505000 14.008000 3.285000
H: -13.369000 13.283000 3.985000
O: -11.939000 15.545000 3.004000
H: -11.172000 15.007000 3.160000
H: -11.768000 16.424000 3.291000
O: -7.595000 12.916000 5.838000
H: -6.957000 13.447000 5.371000
H: -8.236000 12.617000 5.131000
O: -6.300000 10.508000 5.620000
H: -5.769000 10.387000 6.430000
H: -6.973000 11.018000 5.953000
O: -13.243000 10.986000 5.690000
H: -13.266000 11.689000 6.386000
H: -13.740000 10.254000 6.059000
O: -8.973000 9.148000 4.364000
H: -8.104000 9.273000 4.009000
H: -9.160000 8.206000 4.146000
O: -11.820000 9.491000 3.521000
H: -11.093000 9.308000 2.949000
H: -12.659000 9.843000 3.269000
O: -10.892000 12.181000 6.957000
H: -11.633000 12.168000 7.535000
H: -10.216000 12.778000 7.355000
O: -8.920000 15.899000 5.295000
H: -9.179000 15.098000 4.771000
H: -9.497000 16.625000 5.223000
O: -7.746000 11.066000 1.923000
H: -7.161000 11.824000 1.745000
H: -8.567000 11.434000 2.284000

Cartesian forces, eV/Å:
-0.4957 -0.8308 1.0113
-3.0852 1.1013 3.9090
3.1704 1.2060 -1.4385
-1.2888 -2.8424 -0.5636
-0.3183 -0.1996 -1.4509
-0.6582 0.7732 -0.4117
0.5323 -0.1901 -0.1521
0.3697 -0.1642 0.1767
0.5133 -1.1304 0.9399
-0.4065 0.8696 -0.1939
0.0887 0.5242 -1.7700
0.2234 -1.6279 1.2745
0.0183 1.4852 -1.4439
-0.7364 0.1260 -1.1916
0.8778 0.0566 0.5811
-0.3981 0.1706 -0.0770
0.9210 0.2406 -0.9997
-0.7507 0.2017 1.8081
-0.0619 0.5102 -0.4070
0.6208 -0.4362 -0.4369
-1.9145 -0.9722 -0.9218
0.0802 0.3172 -0.1473
1.4022 0.3699 0.8437
-1.7230 -0.2174 -0.7804
0.8911 -0.2356 0.2660
0.4115 0.9585 0.3504
-1.3131 -0.4678 0.4724
0.4634 0.3736 -0.3645
1.4708 0.4742 0.8121
2.9013 -2.6250 -0.1959
0.0063 -0.1699 -0.7517
-2.6642 2.6354 0.8191
0.2171 0.7703 0.9770
-0.3457 -0.5283 -1.2083
-0.2687 -0.2006 0.0986
-0.4044 -2.3614 -0.7640
1.3592 0.7551 -0.4523
0.1041 0.7685 0.4104
0.1882 -1.1967 2.3058
-0.0044 -0.0729 -1.6645
-0.6573 0.3981 -1.1967
1.6793 1.5091 0.8204
-0.8809 0.2502 0.9384
-0.5627 -0.3074 -0.4138
1.5491 -2.0051 0.4519
-0.1720 1.5539 0.9340
-1.2865 0.9357 -0.4481
0.1657 0.0175 -0.2971
-0.4785 -0.5514 0.2283
0.6505 -0.0191 -0.2858

Output
* total energy: -43626.0596 eV
* highest occupied orbital energy: -10.08 eV
* LUMO: -0.760 eV
* max |F|: 0.09918 Eh/bohr
* energy relative to the best compared isomer or geometry (same formula, charge and spin): 139.1 kJ/mol

(7)
This record from OMol25 describes a molecular structure, CH3As5CuF30O. The level of theory is ωB97M-V with the def2-TZVPD basis set.

Geometry (Å):
Cu: 0.785214 0.279867 1.182394
As: 3.426392 -1.519941 -1.289387
F: 2.594619 -3.143747 -1.214842
F: 2.494339 -0.911248 -2.702750
F: 4.183499 0.065532 -1.155445
F: 4.414133 -1.947735 0.159351
F: 4.817602 -2.082309 -2.304681
F: 2.187934 -0.814440 -0.105622
As: -1.282747 -2.016783 -2.224425
F: -0.348880 -1.363729 -0.806534
F: -0.573082 -3.579077 -2.001230
F: -2.164519 -2.606554 -3.624926
F: -1.944675 -0.421054 -2.447760
F: -0.061247 -1.476421 -3.388732
F: -2.497349 -2.317500 -1.017270
As: -3.042104 1.364840 0.979916
F: -3.079923 3.149121 1.094070
F: -4.770805 1.477626 0.572315
F: -3.071594 -0.369379 0.739198
F: -1.217358 1.144571 1.197600
F: -3.436705 1.107474 2.641051
F: -2.755067 1.496556 -0.846590
As: 0.428703 2.692087 -2.079495
F: -0.026327 3.827814 -0.880517
F: -1.346809 2.581808 -2.574881
F: 0.763359 1.542283 -3.389952
F: 2.167361 2.701636 -1.527102
F: 0.107044 1.390989 -0.860455
F: 0.888933 4.004455 -3.261416
As: -1.134186 -2.649000 3.078496
F: -0.492025 -0.961740 2.919818
F: 0.057103 -2.855408 4.356631
F: -1.791108 -4.268813 3.359104
F: -2.338495 -2.398217 1.731929
F: 0.015672 -3.268901 1.812698
F: -2.338053 -2.007038 4.188955
C: 2.025736 2.893207 1.958766
O: 2.597426 1.948811 1.144969
H: 2.847470 3.060935 2.655575
H: 1.727408 3.810573 1.450833
H: 1.183113 2.438850 2.480344

Cartesian forces, eV/Å:
0.8138 0.6892 -0.7769
-1.8459 2.1178 1.7481
1.4362 1.9123 -0.5417
1.4558 -1.4743 1.5744
0.1575 -0.8763 -0.6602
-0.4678 -0.5071 -0.9569
-1.1450 -0.1139 0.3420
1.3929 -1.5405 -1.5493
1.7266 3.7939 1.9913
-0.3823 -0.9578 -1.6927
-0.0503 -0.3028 -0.2992
-0.7014 -0.6041 0.1283
-0.4593 -0.6930 -0.2532
-0.1014 -1.0753 0.5327
-0.5016 -1.0005 -1.1307
1.6818 -1.7070 -4.8775
0.4772 -1.1124 0.6062
-0.0962 0.0190 0.5841
-0.5817 1.4145 0.3325
-2.4354 1.1769 0.7523
0.2149 0.7284 0.3686
-0.5959 0.3676 3.0934
0.2436 -3.1751 0.4527
0.0799 0.9235 -0.0585
2.4336 0.9782 -0.1147
-0.0243 0.8881 0.9015
-2.1383 0.3367 -1.1695
0.6299 1.4051 -1.9444
-0.7615 -0.3637 0.6883
-0.4260 1.6216 -3.8783
-0.4237 -1.5525 -0.0309
-0.4484 -0.4081 -0.0873
0.4479 0.2151 0.1843
1.7818 -0.8609 2.3345
-1.1761 0.5304 2.0561
0.4407 -0.3945 0.2732
1.1218 -1.8843 -0.6678
-0.9394 -1.0867 -0.2821
0.1623 1.2724 1.4896
-0.3179 0.6610 -0.1333
-0.6784 0.6393 0.6712

Output
* total charge: -5
* total energy: -433493.7052 eV
* highest occupied orbital energy: 6.50 eV
* LUMO: 11.222 eV
* max |F|: 0.10568 Eh/bohr

(8)
This record from OMol25 describes a molecular structure, CH3Br2N. The level of theory is ωB97M-V with the def2-TZVPD basis set.

Geometry (Å):
C: -0.597260 -0.820506 0.403995
N: 1.043876 0.713816 -0.133730
Br: 1.241840 0.477355 -1.947992
Br: 0.364373 2.336065 0.363051
H: -0.301434 -0.907673 1.429881
H: -1.454903 -0.221159 0.173631
H: -0.296491 -1.577897 -0.288836

Cartesian forces, eV/Å:
1.5105 1.5671 -0.4182
-0.9064 -2.3655 1.1956
-0.0679 0.1766 -0.7391
-0.4231 0.8074 -0.0203
0.0328 -0.0897 0.2704
-0.2340 0.1622 -0.0986
0.0881 -0.2581 -0.1899

Output
* total energy: -142656.0821 eV
* highest occupied orbital energy (spin up / spin down): -8.61 / -9.04 eV
* LUMO (spin up / spin down): -1.025 / -0.634 eV
* max |F|: 0.05447 Eh/bohr
* energy relative to the best compared isomer or geometry (same formula, charge and spin): 309.7 kJ/mol